Record 1
C39H91N13O13 | ωB97M-V/def2-TZVPD

```
156
C39H91N13O13 (ωB97M-V/def2-TZVPD)
C -3.911 -1.607 -1.434
C -4.432 -0.232 -1.056
O -5.509 0.181 -1.478
N -3.661 0.459 -0.206
C -4.081 1.725 0.343
H -3.878 -1.780 -2.507
H -4.515 -2.343 -0.903
H -2.875 -1.746 -1.113
H -2.772 0.088 0.126
H -3.609 1.852 1.320
H -5.160 1.744 0.465
H -3.722 2.564 -0.262
C -3.900 -0.228 6.365
C -3.408 0.877 5.459
O -3.945 1.980 5.447
N -2.311 0.626 4.720
C -1.691 1.551 3.793
H -4.438 0.270 7.170
H -3.070 -0.804 6.767
H -4.628 -0.850 5.844
H -1.900 -0.304 4.637
H -1.803 1.169 2.776
H -0.605 1.529 3.927
H -2.017 2.577 3.927
C 1.583 -3.909 0.094
C 0.609 -4.915 0.694
O 1.003 -5.749 1.487
N -0.675 -4.854 0.285
C -1.189 -4.197 -0.912
H 1.834 -4.232 -0.919
H 2.443 -3.990 0.755
H 1.280 -2.865 0.009
H -1.305 -5.508 0.721
H -0.746 -4.627 -1.816
H -0.945 -3.136 -0.903
H -2.247 -4.428 -0.991
C 4.994 1.911 -0.975
C 4.066 0.922 -1.648
O 3.147 0.375 -1.057
N 4.323 0.714 -2.963
C 3.449 -0.112 -3.772
H 4.490 2.878 -0.958
H 5.899 2.061 -1.567
H 5.278 1.576 0.017
H 4.989 1.330 -3.391
H 2.501 0.396 -3.957
H 3.308 -1.067 -3.267
H 3.901 -0.356 -4.732
C -2.457 -3.585 5.771
C -1.094 -3.030 5.345
O -0.950 -1.901 4.881
N -0.055 -3.837 5.634
C 1.313 -3.436 5.332
H -3.190 -3.191 5.074
H -2.701 -3.288 6.786
H -2.382 -4.668 5.663
H -0.252 -4.762 5.964
H 1.450 -3.145 4.295
H 1.946 -4.278 5.604
H 1.651 -2.600 5.941
C 3.641 5.732 -1.750
C 2.203 6.025 -2.163
O 1.883 7.131 -2.566
N 1.326 5.004 -2.084
C 1.538 3.671 -1.567
H 3.724 5.410 -0.710
H 4.212 6.657 -1.776
H 4.042 5.008 -2.460
H 0.406 5.232 -2.430
H 2.292 3.765 -0.781
H 1.947 2.870 -2.192
H 0.620 3.348 -1.080
C 0.904 -0.550 2.011
C -0.005 -0.430 0.820
O -1.230 -0.377 1.028
N 0.533 -0.357 -0.394
C -0.176 -0.174 -1.645
H 1.944 -0.401 1.716
H 0.879 -1.527 2.496
H 0.645 0.199 2.750
H 1.540 -0.210 -0.439
H 0.028 -1.045 -2.275
H 0.119 0.728 -2.176
H -1.246 -0.226 -1.472
C -3.550 1.330 -4.002
C -2.837 0.106 -4.549
O -2.063 -0.562 -3.865
N -3.077 -0.214 -5.833
C -4.005 0.458 -6.723
H -4.573 1.030 -3.760
H -3.562 2.172 -4.690
H -3.073 1.628 -3.071
H -2.583 -1.007 -6.203
H -3.827 1.532 -6.776
H -5.032 0.233 -6.435
H -3.842 0.152 -7.756
C 4.362 -0.557 3.057
C 4.762 -1.395 4.236
O 3.892 -1.837 4.978
N 6.075 -1.696 4.397
C 6.568 -2.219 5.658
H 5.205 -0.176 2.474
H 3.714 0.272 3.337
H 3.785 -1.214 2.404
H 6.761 -1.376 3.740
H 6.536 -1.449 6.431
H 7.624 -2.474 5.548
H 6.052 -3.120 5.975
C -1.313 2.025 -8.085
C -1.300 2.923 -6.886
O -1.945 3.966 -6.862
N -0.489 2.559 -5.867
C -0.331 3.308 -4.631
H -1.175 0.978 -7.821
H -0.555 2.319 -8.810
H -2.274 2.096 -8.594
H 0.135 1.777 -6.039
H 0.643 3.796 -4.700
H -0.358 2.633 -3.773
H -1.191 3.972 -4.565
C 3.265 -0.493 -7.979
C 1.987 -0.312 -7.222
O 1.326 0.716 -7.367
N 1.563 -1.331 -6.464
C 0.283 -1.351 -5.783
H 3.112 -0.458 -9.056
H 3.809 -1.405 -7.733
H 3.882 0.381 -7.760
H 2.161 -2.133 -6.372
H -0.446 -0.831 -6.404
H 0.340 -0.764 -4.862
H -0.009 -2.374 -5.576
C -5.446 -0.086 3.000
C -4.920 -1.496 2.835
O -5.685 -2.450 2.908
N -3.595 -1.611 2.565
C -2.905 -2.852 2.372
H -6.123 0.104 2.167
H -4.628 0.630 3.051
H -6.050 -0.017 3.902
H -3.165 -0.729 2.339
H -1.883 -2.734 2.732
H -2.844 -3.213 1.343
H -3.323 -3.656 2.974
C 2.346 3.904 5.403
C 2.108 2.451 5.045
O 2.495 2.017 3.963
N 1.373 1.730 5.923
C 1.142 0.294 5.844
H 1.501 4.261 6.000
H 2.452 4.494 4.502
H 3.224 4.005 6.044
H 1.019 2.246 6.710
H 1.613 -0.113 4.955
H 0.066 0.146 5.855
H 1.603 -0.212 6.695
```

**HOMO energy**: -8.668 eV
**Relative energy (zero: lowest compared OMol25 entry of this formula, charge and spin)**: 0.0 kcal/mol
**Gap between HOMO and LUMO**: 0.3121 Ha
**E**: -87915.0620 eV
**M**: 950.235 g/mol



Record 2
C28H22BN7Pd | ωB97M-V/def2-TZVPD

```
59
C28H22BN7Pd (ωB97M-V/def2-TZVPD)
Pd -0.281 0.102 -0.027
N -8.761 -2.378 -5.368
C -7.797 -2.094 -4.788
C -6.630 -1.750 -4.088
C -6.662 -0.940 -2.932
C -5.530 -0.588 -2.264
C -4.208 -1.040 -2.641
C -4.220 -1.877 -3.821
C -5.356 -2.190 -4.506
C -3.053 -0.703 -1.935
C -3.022 0.512 -1.113
C -3.790 1.660 -1.258
C -3.379 2.588 -0.279
C -2.361 1.997 0.419
N -2.145 0.729 -0.070
C -1.850 -1.530 -2.010
C -1.708 -2.847 -2.446
C -0.375 -3.236 -2.222
C 0.259 -2.165 -1.655
N -0.620 -1.107 -1.542
H -7.622 -0.603 -2.556
H -5.626 0.009 -1.370
H -3.277 -2.204 -4.227
H -5.278 -2.779 -5.414
H -4.548 1.808 -2.004
H -3.795 3.564 -0.087
H -1.794 2.359 1.258
H -2.496 -3.474 -2.818
H 0.074 -4.186 -2.466
H 1.287 -2.067 -1.362
C 3.321 1.056 -2.131
C 2.084 0.890 -1.535
N 1.882 0.041 -0.523
C 2.909 -0.648 -0.036
C 4.201 -0.543 -0.569
C 4.384 0.315 -1.654
C 5.343 -1.356 -0.136
C 5.705 -1.887 1.049
C 5.142 -1.719 2.392
C 5.558 -2.577 3.412
C 5.037 -2.336 4.667
N 4.185 -1.344 4.908
C 3.844 -0.585 3.869
N 4.286 -0.720 2.628
H 3.433 1.729 -2.968
H 1.200 1.423 -1.884
H 2.679 -1.340 0.758
H 5.359 0.394 -2.121
H 6.014 -1.585 -0.961
H 6.598 -2.510 1.043
H 6.251 -3.386 3.232
H 5.315 -2.960 5.510
H 3.144 0.221 4.056
B 0.737 1.763 4.342
C 0.491 1.349 2.826
N 0.255 1.104 1.721
H 1.526 0.982 4.824
H -0.321 1.703 4.925
H 1.187 2.889 4.353
```

**HOMO energy**: 0.520 eV
**Relative energy (zero: lowest compared OMol25 entry of this formula, charge and spin)**: 0.0 kcal/mol
**Charge**: -2
**Gap between HOMO and LUMO**: 0.0881 Ha
**E**: -43979.4521 eV
**M**: 573.765 g/mol



Record 3
C19H30AuBrN9O3PS | ωB97M-V/def2-TZVPD

```
65
C19H30AuBrN9O3PS (ωB97M-V/def2-TZVPD)
Au 0.926 0.454 -1.155
O -0.573 -2.086 1.618
P -1.065 -3.101 0.671
N -0.145 -3.565 -0.641
C 1.281 -3.789 -0.335
C 1.841 -4.358 -1.643
C 0.879 -3.833 -2.735
C -0.136 -2.955 -1.989
N -2.560 -2.729 0.071
C -3.207 -3.432 -1.042
C -3.720 -2.304 -1.938
C -4.106 -1.229 -0.922
C -2.973 -1.295 0.098
N -1.176 -4.566 1.507
C -0.552 -4.692 2.827
C -0.783 -6.157 3.184
C -0.679 -6.855 1.826
C -1.370 -5.871 0.878
H 1.400 -4.471 0.511
H 1.762 -2.838 -0.081
H 1.820 -5.450 -1.615
H 2.876 -4.049 -1.805
H 0.384 -4.676 -3.224
H 1.391 -3.256 -3.505
H -1.125 -2.979 -2.434
H 0.176 -1.911 -2.012
H -4.048 -4.039 -0.676
H -2.515 -4.106 -1.549
H -4.548 -2.622 -2.578
H -2.910 -1.915 -2.559
H -5.069 -1.478 -0.462
H -4.166 -0.235 -1.365
H -3.294 -1.012 1.102
H -2.152 -0.645 -0.215
H -1.001 -4.000 3.538
H 0.521 -4.467 2.799
H -1.787 -6.292 3.596
H -0.058 -6.525 3.913
H -1.143 -7.843 1.809
H 0.373 -6.967 1.549
H -2.439 -6.110 0.790
H -0.943 -5.889 -0.127
S -0.976 0.575 -2.352
N 3.274 1.876 2.903
N 2.054 2.388 2.477
N 0.954 1.673 2.444
C 0.089 2.570 1.989
N 0.652 3.769 1.777
N 1.922 3.631 2.108
H 3.050 0.941 3.227
H 3.856 1.736 2.060
H -0.940 2.335 1.778
Br 3.858 -2.902 -4.353
C 4.691 -2.173 -2.804
C 5.974 -2.586 -2.490
N 6.629 -2.120 -1.434
C 6.003 -1.215 -0.675
C 4.713 -0.758 -0.914
C 4.029 -1.255 -2.010
C 4.047 0.248 0.025
O 4.808 0.910 0.761
O 2.803 0.266 -0.013
H 6.485 -3.316 -3.108
H 6.543 -0.819 0.177
H 3.012 -0.921 -2.209
```

**HOMO energy**: -0.176 eV
**Charge**: -2
**Gap between HOMO and LUMO**: 0.1587 Ha
**E**: -133604.5215 eV
**M**: 772.421 g/mol